Formula: C14H15N9
Source: OMol25
Level of theory: ωB97M-V/def2-TZVPD

Geometry as XYZ:
```
38
C14H15N9 ωB97M-V/def2-TZVPD
C -0.954 3.158 2.121
C 0.270 2.266 1.937
C 1.345 3.143 1.285
C 0.696 1.720 3.300
C 0.032 1.082 0.986
N 1.019 0.225 0.726
C 0.842 -0.781 -0.132
C 2.088 -1.628 -0.238
N 2.410 -2.546 -1.095
C 3.678 -3.007 -0.737
N 4.139 -2.446 0.339
N 3.161 -1.548 0.629
C -0.398 -0.902 -0.813
C -0.824 -1.845 -1.720
N -0.078 -2.904 -2.071
C -2.112 -1.752 -2.334
C -2.656 -2.650 -3.336
N -3.129 -3.364 -4.144
C -2.890 -0.683 -1.952
N -4.103 -0.338 -2.474
N -2.518 0.225 -1.120
C -1.317 0.112 -0.547
N -1.085 1.090 0.290
H -1.765 2.587 2.620
H -0.647 4.002 2.745
H -1.353 3.524 1.174
H 1.593 3.992 1.899
H 2.250 2.518 1.160
H 0.994 3.476 0.296
H 1.656 1.202 3.181
H 0.021 0.990 3.729
H 0.804 2.541 4.048
H 4.188 -3.793 -1.337
H 3.223 -0.795 1.322
H 0.923 -2.820 -1.929
H -0.404 -3.409 -2.930
H -4.625 -1.083 -2.900
H -4.473 0.443 -1.977
```

The largest force on an atom is 0.0848 hartree/bohr. Its gap between HOMO and LUMO is 7.88 eV. Its HOMO energy is -0.3256 Eh. The net charge is 0. The value obtained for the energy above the lowest of the compared OMol25 structures with the same formula, charge and spin is 0.0 kcal per mole. The LUMO energy is -0.0360 hartree.